Molecular formula: C11H6EuN2O6
Method: DFT, ωB97M-V/def2-TZVPD

```
! wB97M-V def2-TZVPD RIJCOSX def2/J DEFGRID3
* xyz 2 8
O -0.05219 -0.06970 -6.65082
C -0.05219 -0.06930 -5.51622
Eu -0.05229 -0.06860 -2.62182
O -1.61339 -2.70010 -2.53322
C -1.02689 -1.71160 -2.60712
C 0.92201 1.57470 -2.60802
O 1.50831 2.56340 -2.53492
C -1.69519 0.90600 -2.60772
O -2.68379 1.49270 -2.53402
C 1.59091 -1.04290 -2.60682
O 2.57971 -1.62910 -2.53272
N 0.64171 0.64540 4.85348
C -0.16949 -0.11110 4.07178
O -0.98749 -0.83880 4.61708
C -0.10449 -0.08430 2.57458
C 0.82641 0.69750 1.86348
C 0.83151 0.68040 0.46498
N -0.06129 -0.08150 -0.22652
C -0.97269 -0.84570 0.43788
C -1.00789 -0.86470 1.83268
H 0.55731 0.59540 5.87998
H 1.34641 1.28530 4.46978
H 1.55251 1.32310 2.35748
H 1.55361 1.28530 -0.06192
H -1.68469 -1.44640 -0.10612
H -1.74639 -1.48550 2.32488
*
```

Properties
E_LUMO (spin up / spin down)	-10.52 / -11.18	eV
energy relative to the best compared isomer or geometry (same formula, charge and spin)	14.7643	eV
⟨S²⟩	15.80
orbital gap (spin up / spin down)	5.0528 / 4.3918	eV
HOMO energy (spin up / spin down)	-15.57 / -15.57	eV


Molecular formula: C11H7BrN2O5S
Method: DFT, ωB97M-V/def2-TZVPD

```
! wB97M-V def2-TZVPD RIJCOSX def2/J DEFGRID3
* xyz 0 1
O -0.45362 4.07860 1.41985
C -0.04466 3.59862 0.35492
C -0.83681 2.99166 -0.78945
N 0.26913 2.42114 -1.58762
S 0.10194 0.96069 -2.40193
O 1.14110 0.83186 -3.43947
O -1.26254 0.99525 -3.01311
C 0.12111 -0.32211 -1.08589
O -0.07567 -0.01927 0.26511
C -0.20450 -1.21555 0.88037
C -0.41715 -1.46759 2.25322
C -0.47328 -2.78579 2.71529
C -0.42252 -3.87806 1.80456
C -0.19315 -3.61889 0.45518
C -0.07730 -2.29071 -0.00622
C 0.15671 -1.69477 -1.26553
Br 0.40350 -2.60077 -2.96600
C 1.42871 2.53503 -0.85183
O 2.39234 1.77345 -0.83506
N 1.28823 3.39544 0.19075
H -1.43605 3.74102 -1.34124
H -1.52010 2.23288 -0.35589
H -0.52013 -0.63989 2.92985
H -0.56349 -2.97953 3.78574
H -0.56462 -4.89649 2.09942
H -0.07916 -4.46136 -0.24110
H 1.84200 3.31514 1.02608
*
```

Properties
E_LUMO	-0.33	eV
energy relative to the best compared isomer or geometry (same formula, charge and spin)	0.0000	eV
orbital gap	9.0033	eV
HOMO energy	-9.33	eV


What did the second record say?
Molecular formula: C11H7BrN2O5S
Method: DFT, ωB97M-V/def2-TZVPD

```
! wB97M-V def2-TZVPD RIJCOSX def2/J DEFGRID3
* xyz 0 1
O -0.45362 4.07860 1.41985
C -0.04466 3.59862 0.35492
C -0.83681 2.99166 -0.78945
N 0.26913 2.42114 -1.58762
S 0.10194 0.96069 -2.40193
O 1.14110 0.83186 -3.43947
O -1.26254 0.99525 -3.01311
C 0.12111 -0.32211 -1.08589
O -0.07567 -0.01927 0.26511
C -0.20450 -1.21555 0.88037
C -0.41715 -1.46759 2.25322
C -0.47328 -2.78579 2.71529
C -0.42252 -3.87806 1.80456
C -0.19315 -3.61889 0.45518
C -0.07730 -2.29071 -0.00622
C 0.15671 -1.69477 -1.26553
Br 0.40350 -2.60077 -2.96600
C 1.42871 2.53503 -0.85183
O 2.39234 1.77345 -0.83506
N 1.28823 3.39544 0.19075
H -1.43605 3.74102 -1.34124
H -1.52010 2.23288 -0.35589
H -0.52013 -0.63989 2.92985
H -0.56349 -2.97953 3.78574
H -0.56462 -4.89649 2.09942
H -0.07916 -4.46136 -0.24110
H 1.84200 3.31514 1.02608
*
```

Properties
E_LUMO	-0.33	eV
energy relative to the best compared isomer or geometry (same formula, charge and spin)	0.0000	eV
orbital gap	9.0033	eV
HOMO energy	-9.33	eV


Q: Among the records above, which one has the highest energy relative to the best compared isomer or geometry (same formula, charge and spin)?
A: C11H6EuN2O6